1.
{
  "formula": "C26H50F4NO43PS10",
  "method": "ωB97M-V/def2-TZVPD",
  "species": ["S", "S", "S", "S", "S", "S", "S", "S", "S", "S", "P", "F", "F", "F", "F", "O", "O", "O", "O", "O", "O", "O", "O", "O", "O", "O", "O", "O", "O", "O", "O", "O", "O", "O", "O", "O", "O", "O", "O", "O", "O", "O", "O", "O", "O", "O", "O", "O", "O", "O", "O", "O", "O", "O", "O", "O", "O", "O", "N", "C", "C", "C", "C", "C", "C", "C", "C", "C", "C", "C", "C", "C", "C", "C", "C", "C", "C", "C", "C", "C", "C", "C", "C", "C", "C", "H", "H", "H", "H", "H", "H", "H", "H", "H", "H", "H", "H", "H", "H", "H", "H", "H", "H", "H", "H", "H", "H", "H", "H", "H", "H", "H", "H", "H", "H", "H", "H", "H", "H", "H", "H", "H", "H", "H", "H", "H", "H", "H", "H", "H", "H", "H", "H", "H", "H"],
  "positions_angstrom": [[-11.421, -3.910, -0.545], [8.608, 1.873, 3.124], [1.286, -9.908, 1.933], [-1.136, 2.948, 0.775], [-5.313, -5.009, -3.827], [4.247, 4.437, 2.359], [-2.133, 4.481, -7.653], [-2.209, 0.295, -3.082], [5.453, 5.169, 7.491], [11.551, 4.642, 8.138], [-7.140, -4.636, -7.492], [-4.306, -7.138, 1.572], [-3.830, -4.057, -6.635], [-3.027, -7.427, -0.114], [-5.069, -6.887, -0.399], [-10.327, -3.739, -1.690], [-2.383, -0.515, -4.241], [8.203, 0.626, 2.589], [8.207, 3.022, 2.098], [-6.532, -5.995, -8.030], [-0.708, 5.189, -7.570], [6.396, 4.046, 8.104], [0.068, -10.816, 2.427], [-2.333, 3.916, -8.936], [-3.410, 1.327, -3.031], [-12.579, -4.497, -1.118], [0.428, -8.604, 1.602], [11.980, 3.525, 8.896], [5.572, 6.343, 8.283], [3.952, 3.887, 3.817], [-2.378, 2.457, 0.293], [5.439, 5.204, 2.348], [2.142, -9.609, 3.023], [1.800, -10.469, 0.736], [-10.630, -4.993, 0.321], [-1.069, 4.124, 1.569], [-4.579, -6.135, -3.337], [11.505, 4.614, 6.720], [-0.155, 3.083, -0.476], [6.209, 5.359, 6.105], [10.115, 5.117, 8.666], [-4.292, -4.423, -0.544], [-2.293, 3.687, -6.484], [-3.013, 5.802, -7.535], [-5.630, -5.302, -5.359], [8.226, 2.253, 4.440], [-2.026, -0.330, -1.818], [3.006, 5.433, 2.263], [-0.356, 1.788, 1.525], [-11.517, -2.719, 0.221], [-1.037, 1.334, -3.304], [-5.562, -1.683, -4.549], [10.187, 2.047, 3.006], [-6.545, -4.627, -3.188], [-6.741, -3.625, -8.680], [12.368, 5.923, 8.619], [4.173, 4.630, 7.186], [4.060, 3.368, 1.438], [-8.652, -4.678, -7.194], [-9.070, -4.296, -1.260], [-4.515, -2.547, -4.974], [9.335, 3.873, 1.845], [-4.265, -2.949, -2.452], [2.911, 4.659, 4.454], [-6.130, -4.129, -6.038], [-2.193, 6.934, -7.199], [0.678, 1.241, 0.681], [-1.577, 2.650, -3.580], [7.312, 3.567, 7.092], [10.270, 6.212, 9.584], [1.090, 2.410, -0.188], [-2.890, 2.663, -2.826], [-4.214, -3.571, -3.858], [-4.025, -6.661, 0.353], [-0.970, -8.934, 1.538], [-1.125, -10.031, 2.572], [-4.914, -3.241, -6.277], [-3.426, -3.677, -1.401], [-0.846, 6.600, -7.810], [-3.631, -5.182, 0.426], [11.475, 6.962, 9.055], [7.509, 4.747, 6.179], [-9.478, -5.470, -0.396], [10.520, 2.929, 1.922], [2.050, 5.128, 3.299], [11.221, 7.586, 8.197], [1.742, 3.099, 0.350], [-5.404, -0.796, -4.894], [-8.480, -4.592, -2.120], [1.472, 6.015, 3.535], [8.205, 5.472, 6.608], [-1.726, 2.761, -4.652], [-3.877, -4.834, 1.435], [-2.698, -4.352, -1.877], [7.843, 4.454, 5.192], [10.450, 5.808, 10.582], [-2.543, -5.135, 0.301], [6.848, 2.730, 6.572], [-2.137, 7.016, -6.112], [11.454, 3.434, 2.150], [-8.709, -5.761, 0.313], [-3.617, -1.960, -5.182], [-3.887, -1.922, -2.483], [-1.992, -10.660, 2.396], [-2.851, -2.951, -0.810], [-0.021, 7.123, -7.336], [-2.742, 2.809, -1.758], [-5.299, -2.880, -2.109], [11.970, 7.561, 9.813], [1.382, 4.344, 2.937], [8.241, 3.241, 7.548], [0.253, 0.425, 0.094], [9.360, 6.806, 9.585], [3.374, 5.487, 4.986], [-8.530, -3.542, -0.685], [2.380, 4.030, 5.160], [-5.801, -5.914, -8.657], [-0.880, 3.398, -3.214], [-5.049, -2.541, -7.104], [-2.641, 7.832, -7.614], [-1.557, -8.052, 1.763], [-9.771, -6.332, -0.998], [9.379, 4.642, 2.619], [-7.268, -2.821, -8.537], [1.490, 0.870, 1.299], [10.628, 2.339, 1.011], [-1.204, -9.288, 0.534], [9.217, 4.338, 0.872], [-8.902, -4.481, -6.234], [1.562, 2.100, -1.115], [-3.591, 3.390, -3.226], [-1.158, -9.630, 3.586], [-0.831, 6.778, -8.886], [-3.212, -3.965, -4.046], [-6.824, -3.585, -5.384]],
  "forces_ev_per_a": [[0.0, 0.0, 0.0], [0.0, 0.0, -0.1], [0.0, 0.0, 0.0], [0.2, -0.2, -0.1], [0.1, -0.3, 0.7], [-0.2, 0.1, 0.2], [0.0, 0.0, 0.0], [-0.1, 0.1, 0.0], [0.1, -0.1, -0.2], [-0.1, 0.2, 0.1], [-0.9, -0.4, 0.3], [0.0, -0.2, 0.8], [-0.2, 0.2, -0.2], [0.5, -0.2, -0.3], [-0.9, 0.0, -0.6], [0.0, -0.2, -0.1], [0.1, 0.1, 0.1], [-0.1, 0.0, 0.0], [0.0, -0.1, -0.1], [0.2, 0.1, -0.2], [0.0, 0.0, 0.2], [0.1, 0.2, -0.1], [0.0, 0.0, -0.1], [-0.1, 0.0, 0.0], [0.1, 0.0, -0.2], [0.0, 0.1, 0.0], [0.0, 0.0, 0.2], [0.1, -0.1, -0.2], [-0.1, 0.0, 0.1], [-0.1, -0.1, 0.0], [-0.1, 0.2, 0.1], [0.1, 0.0, -0.1], [0.0, 0.0, 0.0], [0.0, 0.0, 0.0], [0.1, 0.1, 0.1], [-0.1, 0.0, 0.1], [-0.2, 0.3, -0.3], [-0.1, -0.2, 0.0], [-0.1, -0.2, 0.0], [-0.1, -0.1, 0.0], [0.0, 0.2, -0.2], [0.0, 0.0, -0.1], [0.0, 0.1, -0.1], [0.0, 0.0, -0.1], [-0.2, 0.2, 0.2], [0.0, -0.1, 0.1], [0.1, -0.1, 0.0], [0.1, 0.1, 0.1], [0.2, 0.2, 0.1], [0.0, 0.0, 0.0], [0.0, 0.1, 0.1], [-0.1, -0.1, -0.2], [0.0, 0.1, 0.1], [0.2, 0.0, -0.3], [0.1, 0.2, 0.3], [0.0, 0.0, 0.2], [-0.2, 0.1, 0.2], [0.1, -0.1, -0.1], [0.6, 0.2, 0.0], [0.2, 0.1, 0.2], [-0.2, 0.2, -0.1], [0.1, 0.2, 0.2], [0.4, 0.3, 0.2], [0.0, 0.3, 0.0], [0.3, 0.0, -0.2], [0.1, 0.1, 0.2], [0.0, -0.2, -0.3], [-0.2, 0.1, -0.2], [-0.1, -0.4, -0.3], [0.0, 0.0, 0.3], [0.3, 0.1, 0.2], [0.2, 0.2, 0.2], [0.1, 0.3, 0.1], [0.2, 0.3, 0.0], [-0.1, -0.2, -0.1], [-0.1, 0.2, 0.2], [0.4, -0.3, 0.0], [0.1, -0.1, 0.0], [0.0, 0.1, -0.2], [0.2, 0.2, 0.0], [-0.1, 0.2, -0.2], [0.5, 0.3, 0.1], [0.0, -0.2, -0.2], [0.0, 0.0, -0.2], [-0.1, -0.3, 0.0], [0.0, 0.0, 0.0], [0.1, 0.0, 0.0], [0.1, -0.1, 0.1], [-0.1, 0.1, -0.1], [0.1, 0.1, -0.1], [0.0, 0.0, 0.0], [0.1, -0.1, 0.1], [-0.1, 0.1, -0.1], [-0.1, 0.0, 0.1], [-0.2, 0.0, -0.1], [0.0, 0.0, 0.0], [-0.1, 0.0, 0.1], [0.0, 0.0, 0.0], [0.0, 0.0, 0.0], [0.0, -0.1, 0.1], [-0.1, 0.1, 0.1], [0.0, -0.3, 0.3], [-0.1, -0.2, -0.3], [0.1, -0.1, -0.1], [-0.2, 0.0, 0.0], [0.0, -0.1, 0.1], [-0.1, 0.0, -0.1], [0.1, 0.0, 0.0], [0.1, -0.1, 0.0], [0.0, 0.0, 0.0], [-0.1, 0.1, 0.3], [0.0, 0.0, 0.0], [-0.1, -0.1, -0.1], [0.0, 0.0, 0.0], [0.0, 0.0, 0.0], [0.1, -0.1, 0.0], [0.0, 0.0, 0.1], [0.1, -0.1, 0.1], [-0.2, 0.1, 0.3], [-0.1, -0.1, -0.1], [0.1, 0.1, 0.0], [0.0, 0.0, 0.0], [0.0, 0.0, 0.0], [0.1, -0.2, -0.4], [-0.1, 0.1, 0.2], [0.0, 0.0, 0.0], [0.0, 0.0, 0.0], [-0.1, -0.1, 0.0], [-0.1, -0.1, -0.1], [-0.2, 0.1, -0.1], [-0.1, -0.2, -0.1], [0.0, 0.0, 0.0], [0.0, 0.0, 0.0], [-0.2, -0.2, -0.1], [0.0, 0.0, -0.1]],
  "charge": 0,
  "e_tot_ha": -9033.344805,
  "lumo_ev": -0.1295
}

---

2.
{
  "formula": "C13H17F5N2OTeZr",
  "method": "ωB97M-V/def2-TZVPD",
  "species": ["Te", "Zr", "F", "F", "F", "F", "F", "O", "N", "N", "C", "C", "C", "C", "C", "C", "C", "C", "C", "C", "C", "C", "C", "H", "H", "H", "H", "H", "H", "H", "H", "H", "H", "H", "H", "H", "H", "H", "H", "H"],
  "positions_angstrom": [[2.753, 0.110, 3.127], [0.017, -0.115, 0.313], [3.873, 0.340, 4.687], [1.314, 0.347, 4.346], [2.599, -1.752, 3.440], [4.241, -0.093, 1.938], [2.640, 1.987, 2.872], [1.481, -0.102, 1.667], [0.221, 1.231, -1.153], [0.024, -1.407, -1.199], [-1.488, 0.800, 2.842], [-0.048, -2.965, -3.446], [0.278, 2.587, -0.957], [0.516, 1.457, -3.515], [-1.401, -0.621, 3.032], [0.338, 0.640, -2.418], [0.516, 2.833, -3.369], [-0.195, -2.763, -1.038], [0.204, -0.806, -2.432], [0.385, 3.392, -2.085], [-2.216, 0.006, 0.546], [-0.247, -3.527, -2.198], [0.211, -1.599, -3.589], [-0.286, -3.128, -0.014], [0.375, -1.068, -4.527], [-2.937, 0.291, 1.357], [-2.252, 0.728, 3.681], [-2.468, -0.919, 3.062], [-2.655, -0.966, 0.298], [-0.933, -0.620, 4.002], [-0.107, -3.569, -4.358], [0.610, 3.464, -4.248], [0.369, 4.467, -1.948], [-0.627, 1.330, 3.185], [0.251, 2.946, 0.079], [-0.467, -4.600, -2.084], [-2.542, 0.683, -0.245], [-2.000, 1.609, 2.240], [-0.972, -1.546, 2.596], [0.624, 0.919, -4.485]],
  "forces_ev_per_a": [[-0.2, 0.1, 1.5], [-1.8, 0.3, 7.5], [-1.3, -0.4, -2.6], [1.0, -0.3, -1.1], [0.5, 1.6, -0.4], [-1.8, 0.3, 1.5], [0.5, -1.6, -0.1], [0.6, 0.2, 0.1], [0.9, 2.0, -2.7], [0.3, -2.6, -2.6], [-1.2, 5.1, 2.0], [0.1, 0.5, -0.9], [0.1, -1.1, -1.4], [0.0, -1.6, -0.9], [-1.2, -4.1, 0.2], [-0.1, 2.3, 1.4], [-0.1, 0.3, 0.7], [0.5, 1.6, -1.8], [-0.2, -2.4, -0.1], [0.0, 0.3, 0.1], [-1.3, -0.3, -0.5], [-0.4, -1.2, 1.2], [-0.1, 1.0, 1.1], [-0.1, -0.1, -0.3], [-0.1, -0.7, 0.1], [1.2, -0.3, -0.9], [1.0, 2.4, -0.2], [0.7, -0.8, 0.5], [0.3, -0.4, -0.6], [-0.2, -0.8, 0.6], [0.1, 0.1, 0.5], [0.0, 0.0, 0.2], [0.1, -0.1, -0.1], [0.8, 0.3, 0.8], [-0.1, 0.0, -0.5], [0.2, 0.6, -0.2], [0.0, 0.1, -0.7], [0.5, -1.8, -0.4], [0.9, 0.7, -1.4], [-0.1, 1.1, 0.7]],
  "charge": 2,
  "e_tot_ha": -1504.032324,
  "lumo_ev": -9.0044
}